No. 1
Computed, not measured: a structure of composition C37H30ClIrN6O2, with ωB97M-V/def2-TZVPD.

## Properties
2S+1: 5
HOMO energy (alpha / beta) (Ha): -0.1639 / -0.2822
Energy above the lowest of the compared OMol25 structures with the same formula, charge and spin (eV): 1.697
LUMO level (alpha / beta) (Eh): 0.0127 / -0.0575
Frontier orbital gap (alpha / beta) (eV): 4.81 / 6.11

CARTESIAN COORDINATES (ANGSTROEM)
Ir -0.49 0.71 -0.30
Cl -3.36 -2.38 3.49
O -4.30 0.72 1.88
O -3.75 0.36 -0.73
N -1.97 -1.06 -0.08
N -0.50 0.17 -2.26
N -0.46 1.24 1.69
N 0.64 -0.10 -2.94
N 0.65 1.17 2.47
N 1.55 0.45 -0.24
C -4.38 2.62 -0.51
C 3.38 -0.75 0.81
C 0.16 -4.01 -0.15
C 2.43 -0.19 3.32
C 4.55 2.21 -4.82
C 1.77 0.34 2.21
C -1.49 -0.43 -2.91
C -0.24 -2.70 -0.11
C -3.95 -3.06 0.05
C -2.14 -4.74 -0.13
C 3.57 -0.96 3.21
C 0.37 -0.89 -4.00
C 4.04 -1.23 1.92
C 2.29 0.82 -1.36
C -3.50 -0.21 1.66
C 1.86 0.57 -2.67
C -4.09 3.97 -0.43
C -2.67 -0.84 2.73
C -2.76 4.38 -0.40
C -3.31 -0.67 0.14
C 3.50 1.53 -1.23
C 4.26 -1.53 4.42
C -1.75 3.44 -0.44
C -2.03 2.07 -0.52
C 2.60 1.01 -3.77
C -0.98 -1.12 -4.02
C -3.36 1.67 -0.56
C -2.59 -3.41 -0.06
C 2.22 0.05 0.91
C 4.23 1.95 -2.32
C -0.80 -5.04 -0.17
C 0.46 1.89 3.60
C -0.81 2.41 3.57
C -1.35 1.97 2.36
C -4.32 -1.74 0.11
C -1.61 -2.36 -0.08
C 3.79 1.70 -3.62
H 5.15 2.50 -2.16
H -2.61 -0.15 3.56
H 2.22 0.83 -4.76
H -1.54 -1.71 -4.72
H 5.62 2.24 -4.62
H 0.49 -1.90 -0.09
H 3.85 1.76 -0.23
H 3.74 -0.99 -0.18
H 4.10 -0.90 5.29
H -4.70 -3.84 0.11
H -1.28 3.02 4.31
H 3.87 -2.52 4.65
H -2.34 2.15 1.97
H 1.15 -1.24 -4.65
H 5.33 -1.62 4.25
H -2.51 5.44 -0.32
H 1.24 2.01 4.33
H 4.22 3.22 -5.06
H -0.48 -6.07 -0.22
H -4.89 4.69 -0.36
H -2.89 -5.53 -0.14
H 4.92 -1.85 1.79
H 1.21 -4.26 -0.15
H 2.03 -0.01 4.31
H -5.35 -1.41 0.16
H 4.37 1.58 -5.69
H -2.50 -0.35 -2.57
H -1.68 -1.12 2.38
H -5.40 2.26 -0.53
H -0.72 3.78 -0.42

Here are the Löwdin charges for atoms 1 to 8, given in e: number 1, Ir, carries 1.47; number 2, Cl, carries 0.48; number 3, O, carries 0.00; number 4, O, carries -0.02; number 5, N, carries 0.06; number 6, N, carries -0.09; number 7, N, carries -0.08; number 8, N, carries -0.06

No. 2
Computed, not measured: a structure of composition C37H30FeIN3O2PS2, with ωB97M-V/def2-TZVPD.

## Properties
2S+1: 2
HOMO energy (alpha / beta) (Ha): -0.2897 / -0.2899
Energy above the lowest of the compared OMol25 structures with the same formula, charge and spin (eV): 0.024
LUMO level (alpha / beta) (Eh): -0.0094 / -0.0139
Frontier orbital gap (alpha / beta) (eV): 7.63 / 7.51

CARTESIAN COORDINATES (ANGSTROEM)
I 3.35 1.37 3.20
Fe 0.04 -0.20 0.83
S -1.83 0.34 -0.30
S -1.15 -1.49 -3.20
P -1.74 0.17 -2.36
O -0.64 0.96 2.13
O -0.16 -3.35 5.13
N -2.54 0.69 5.12
N 1.28 -0.94 2.22
N 0.58 -1.75 -0.27
C -3.44 0.60 -2.86
C -2.09 1.12 3.97
C -0.37 -0.59 3.94
C 2.43 2.55 -1.25
C 4.20 -2.88 1.01
C 0.03 -2.96 -0.12
C 2.00 -0.18 -1.19
C 0.89 2.62 -4.31
C -4.54 0.30 -2.07
C -6.01 1.14 -3.77
C 3.20 1.71 -2.05
C 1.26 0.66 -0.35
C -0.99 0.48 3.29
C 3.66 -0.38 2.12
C 2.62 -1.30 1.92
C -0.24 -2.17 5.93
C -0.79 1.63 -2.91
C 0.86 -1.12 3.43
C 0.49 -4.06 -0.80
C -2.75 2.28 3.30
C -5.82 0.57 -2.52
C 1.55 -3.89 -1.68
C 5.21 -1.95 1.16
C -1.95 -0.37 5.72
C -1.11 2.89 -2.41
C -0.44 4.01 -2.87
C 0.22 1.50 -3.86
C 2.90 -2.55 1.39
C 1.59 -1.58 -1.13
C -0.87 -1.02 5.20
C 2.11 -2.64 -1.85
C 0.57 3.88 -3.82
C 2.98 0.34 -2.03
C -4.91 1.43 -4.57
C -3.63 1.16 -4.12
C 4.95 -0.71 1.74
C 1.46 2.03 -0.40
H 3.56 -0.30 -2.68
H 2.93 -2.49 -2.54
H -1.89 2.99 -1.66
H -4.39 -0.14 -1.09
H -2.78 1.39 -4.75
H -7.01 1.36 -4.12
H 1.68 2.52 -5.05
H -3.12 2.00 2.32
H -3.56 2.64 3.93
H 1.93 -4.74 -2.25
H -0.70 4.99 -2.48
H 1.52 -1.65 4.12
H -1.05 -3.59 4.86
H 2.09 -3.26 1.26
H -2.02 3.09 3.14
H 4.40 -3.85 0.59
H 3.95 2.13 -2.71
H -0.80 -2.36 6.85
H 6.22 -2.19 0.86
H -0.80 -3.02 0.58
H 5.75 -0.01 1.90
H 0.86 2.69 0.22
H 0.01 -5.02 -0.67
H -5.06 1.88 -5.55
H 0.79 -1.95 6.22
H 2.58 3.62 -1.29
H 1.09 4.75 -4.18
H -6.67 0.34 -1.89
H 0.46 0.51 -4.23
H -2.38 -0.68 6.66

Here are the Löwdin charges for atoms 1 to 8, given in e: number 1, I, carries 0.96; number 2, Fe, carries 0.37; number 3, S, carries 0.50; number 4, S, carries 0.26; number 5, P, carries 0.16; number 6, O, carries -0.20; number 7, O, carries -0.06; number 8, N, carries 0.12

No. 3
Computed, not measured: a cluster of 3 separate species, C37H30NO10S3 in total in a non-equilibrium geometry, with ωB97M-V/def2-TZVPD.

## Properties
HOMO energy (Ha): -0.2063
LUMO level (Eh): 0.0160
Frontier orbital gap (eV): 6.05
Net charge: -1

CARTESIAN COORDINATES (ANGSTROEM)
S -0.92 3.65 2.31
S 1.57 -1.61 6.84
S -0.93 -1.21 5.49
O 5.07 2.05 0.02
O -1.77 4.25 1.09
O -1.48 4.20 3.52
O -1.70 -1.21 -4.56
O -3.00 6.17 1.53
O -0.80 6.30 1.00
O -2.35 -4.11 -9.02
O -1.40 2.06 2.23
O -0.56 1.08 10.48
O 1.67 -0.56 -3.19
N -0.51 -0.42 8.05
C -3.20 -2.30 -6.02
C 0.25 -3.29 -8.39
C 4.31 -1.47 -3.10
C 4.76 0.32 -1.54
C -0.41 1.06 8.06
C -5.74 -3.07 -6.81
C 2.44 3.02 -0.13
C 4.30 1.48 -0.72
C -4.30 -1.96 -5.24
C 1.13 3.46 -0.27
C -2.21 1.62 3.31
C -1.84 -1.84 -5.59
C -1.88 5.76 1.24
C -4.65 -3.42 -7.58
C -1.41 1.40 4.61
C 1.67 -2.04 -6.90
C 0.06 -1.01 6.92
C 0.26 2.81 -1.14
C 2.00 1.25 -1.72
C 6.08 -0.08 -1.48
C -0.85 -2.96 -7.61
C 3.87 -0.37 -2.37
C -2.20 -3.43 -8.02
C -3.37 -3.04 -7.19
C 2.88 1.92 -0.86
C 1.51 -2.83 -8.04
C 0.58 -1.72 -6.11
C -2.00 0.25 5.44
C -0.68 -2.18 -6.46
C -5.57 -2.35 -5.64
C 0.16 1.56 9.36
C 2.44 0.06 -2.48
C 5.63 -1.86 -3.03
C 0.70 1.70 -1.86
C -0.76 -0.33 10.46
C -0.06 -1.02 9.31
C 6.52 -1.16 -2.22
H -2.59 0.65 3.00
H -1.82 -0.55 10.48
H 1.01 -0.95 9.47
H -2.93 -0.06 4.98
H -3.07 2.26 3.48
H 6.77 0.47 -0.84
H 0.02 1.19 -2.53
H 7.56 -1.46 -2.17
H -0.33 -0.72 11.38
H -6.42 -2.08 -5.03
H -4.16 -1.40 -4.33
H -0.37 1.24 4.36
H -0.37 -2.06 9.30
H 3.12 3.52 0.54
H 5.97 -2.71 -3.60
H -1.41 1.46 7.98
H -0.75 3.16 -1.25
H 0.72 -1.11 -5.23
H 0.79 4.32 0.29
H -1.53 2.31 5.19
H 0.17 1.45 7.23
H -6.73 -3.36 -7.13
H 3.61 -2.00 -3.73
H -4.77 -3.98 -8.50
H 1.22 1.31 9.44
H -2.27 0.57 6.44
H 0.11 2.64 9.38
H 2.36 -3.09 -8.65
H 2.66 -1.68 -6.64
H 0.11 -3.90 -9.27

Here are the Löwdin charges for atoms 1 to 8, given in e: number 1, S, carries 0.90; number 2, S, carries 0.67; number 3, S, carries 0.92; number 4, O, carries 0.10; number 5, O, carries -0.30; number 6, O, carries -0.39; number 7, O, carries 0.12; number 8, O, carries 0.01

No. 4
Computed, not measured: a structure of composition C37H31BClF2NO3PRe in a non-equilibrium geometry, with ωB97M-V/def2-TZVPD.

## Properties
2S+1: 2
HOMO energy (alpha / beta) (Ha): -0.3767 / -0.3707
Energy above the lowest of the compared OMol25 structures with the same formula, charge and spin (eV): 5.145
LUMO level (alpha / beta) (Eh): -0.1618 / -0.1697
Frontier orbital gap (alpha / beta) (eV): 5.85 / 5.47
Net charge: +1

CARTESIAN COORDINATES (ANGSTROEM)
Re 0.70 0.06 0.45
Cl 3.61 -1.94 -4.24
P -0.83 -1.76 0.43
F -1.63 1.99 1.20
F -1.60 1.58 -0.99
O 2.21 1.47 1.17
O 2.35 -0.64 1.61
O 4.83 1.16 0.60
N -0.11 0.22 2.57
C -4.61 -0.95 -2.03
C 1.47 1.50 -2.18
C -0.27 -5.60 -0.92
C 4.02 -1.07 -2.79
C 2.37 3.77 -3.57
C 2.26 0.09 -4.02
C -0.90 -0.90 3.06
C 1.35 2.79 -1.62
C -1.23 -0.97 4.41
C 4.22 0.31 -2.86
C 2.51 2.54 -4.14
C 4.43 -1.03 -0.44
C 1.08 -3.72 0.61
C -2.35 -1.55 -0.52
C -4.62 -0.75 -0.66
C 4.13 -1.74 -1.59
C -3.50 -1.05 0.09
C 2.08 1.38 -3.46
C 4.38 0.68 1.86
C 1.24 -0.94 -2.13
C 2.90 0.51 1.61
C 1.05 0.30 -1.50
C -0.16 -3.41 0.07
C -2.00 -2.03 4.86
C 1.88 -1.04 -3.38
C 4.51 1.03 -1.71
C 1.79 3.89 -2.30
C -1.33 -1.87 2.17
C 0.97 -5.90 -0.38
C -2.44 -3.01 3.98
C 4.61 0.34 -0.50
C 4.67 2.53 -1.76
C 1.65 -4.97 0.39
C -2.34 -1.74 -1.90
C -0.84 -4.35 -0.70
C -3.46 -1.44 -2.65
C -2.11 -2.93 2.64
B -1.02 1.34 0.18
H 1.69 4.87 -1.85
H 0.92 2.90 -0.64
H 4.51 2.90 -2.76
H -0.89 -0.21 5.09
H 2.74 0.03 -5.00
H 4.80 -0.28 2.17
H -1.45 -2.10 -2.40
H -0.79 -6.33 -1.52
H 2.05 -2.02 -3.82
H 5.67 2.82 -1.43
H -5.51 -0.36 -0.18
H 4.49 -1.56 0.50
H -2.25 -2.09 5.91
H 2.97 2.42 -5.12
H 3.98 -2.81 -1.55
H 3.96 3.01 -1.08
H -3.04 -3.83 4.34
H 4.61 1.45 2.58
H 0.68 0.38 3.19
H -1.81 -4.13 -1.11
H 2.71 4.66 -4.10
H -3.52 -0.88 1.17
H 1.62 -2.98 1.20
H -5.48 -0.72 -2.62
H 2.61 -5.21 0.82
H -0.68 1.07 2.60
H 0.94 -1.86 -1.64
H 1.41 -6.87 -0.56
H -2.44 -3.69 1.95
H -3.45 -1.59 -3.72
H 4.13 0.82 -3.81

Here are the Löwdin charges for atoms 1 to 8, given in e: number 1, Re, carries 1.40; number 2, Cl, carries 0.91; number 3, P, carries 0.99; number 4, F, carries 0.14; number 5, F, carries 0.19; number 6, O, carries -0.04; number 7, O, carries -0.11; number 8, O, carries -0.02

No. 5
Computed, not measured: a structure of composition C37H31CdN2O2P2S3 in a non-equilibrium geometry, with ωB97M-V/def2-TZVPD.

## Properties
HOMO energy (Ha): -0.1402
Energy above the lowest of the compared OMol25 structures with the same formula, charge and spin (eV): 4.373
LUMO level (Eh): 0.0929
Frontier orbital gap (eV): 6.34
Net charge: -1

CARTESIAN COORDINATES (ANGSTROEM)
Cd 0.81 -0.45 -1.44
S 0.36 2.10 -0.91
S -2.82 0.07 -1.75
S 3.45 -0.26 -1.24
P 0.27 1.10 0.91
P 2.77 -0.52 0.69
O -4.09 -0.69 -1.35
O -2.23 1.89 1.21
N -1.60 -0.87 -2.26
N -0.06 -2.48 -2.06
C 4.13 0.03 3.09
C 4.76 0.87 3.99
C 4.04 1.82 1.49
C -0.50 -4.75 -1.53
C -3.91 1.97 -5.76
C -2.46 1.77 -3.84
C -4.75 1.00 -5.20
C 0.36 -3.72 -1.83
C 1.13 -0.35 0.89
C 4.90 -3.96 1.32
C -4.24 -0.51 0.58
C 3.92 -4.85 1.75
C -1.45 0.72 1.23
C -2.77 2.35 -5.06
C 1.60 3.92 4.29
C 0.85 3.62 2.03
C 3.24 -2.22 1.13
C -4.44 0.96 0.68
C 0.79 2.24 2.22
C -2.32 -3.19 -1.71
C -3.55 1.92 0.94
C 1.25 4.46 3.06
C -4.26 2.63 -7.07
C 1.54 2.55 4.49
C 5.03 2.19 3.65
C -3.30 0.80 -3.32
C -1.38 -2.17 -2.00
C -1.89 -0.54 1.32
C -1.87 -4.46 -1.47
C -4.45 0.42 -3.98
C -3.20 -1.13 1.21
C 1.13 1.72 3.47
C 3.77 0.50 1.83
C 2.61 -4.43 1.86
C 2.27 -3.12 1.56
C 4.56 -2.65 1.01
C 4.66 2.66 2.40
H -1.05 -1.23 1.41
H 5.04 0.49 4.97
H -5.64 0.71 -5.74
H 4.84 3.69 2.13
H 4.19 -5.87 1.98
H 5.93 -4.28 1.23
H -2.11 3.10 -5.47
H -3.24 -2.22 1.26
H -4.77 1.93 -7.73
H 0.60 4.02 1.05
H 1.92 4.58 5.09
H -2.58 -5.24 -1.23
H 5.51 2.85 4.36
H -3.37 -2.93 -1.66
H -5.10 -0.33 -3.54
H -5.18 -1.05 0.60
H 1.25 -2.76 1.64
H -5.44 1.32 0.49
H 3.91 -0.99 3.37
H -3.37 2.99 -7.57
H 1.44 -3.87 -1.87
H -4.93 3.48 -6.92
H -0.12 -5.75 -1.34
H 1.81 2.13 5.45
H 5.32 -1.96 0.65
H 1.08 0.64 3.62
H 1.84 -5.12 2.18
H -1.57 2.07 -3.28
H 3.74 2.19 0.51
H -3.90 2.95 0.96
H 1.30 5.53 2.89

Here are the Löwdin charges for atoms 1 to 8, given in e: number 1, Cd, carries 1.11; number 2, S, carries 0.12; number 3, S, carries 0.97; number 4, S, carries 0.07; number 5, P, carries 0.38; number 6, P, carries 0.31; number 7, O, carries -0.47; number 8, O, carries -0.07

No. 6
Computed, not measured: a structure of composition C37H31CeN14O7S2 in a non-equilibrium geometry, with ωB97M-V/def2-TZVPD.

## Properties
2S+1: 2
HOMO energy (alpha / beta) (Ha): -0.1213 / -0.1217
LUMO level (alpha / beta) (Eh): 0.1340 / 0.1340
Frontier orbital gap (alpha / beta) (eV): 6.95 / 6.96
Net charge: -2

CARTESIAN COORDINATES (ANGSTROEM)
Ce 0.87 -1.02 0.02
S 2.63 -1.83 -2.08
S -2.56 3.67 0.05
O -1.30 5.08 4.07
O 0.47 -1.59 2.35
O 4.39 5.82 -0.72
O 2.74 6.09 -2.18
O -1.41 -1.38 0.08
O -1.74 3.43 5.58
O -1.11 -1.37 3.93
N -0.64 5.68 -0.25
N -1.70 4.92 -2.09
N 0.13 -5.45 1.24
N -0.08 -3.08 -1.65
N 2.40 1.17 -0.83
N -2.50 3.86 -2.51
N 0.33 0.99 1.77
N 0.07 0.39 -2.19
N -1.95 -5.98 2.16
N 1.66 -3.58 0.73
N -0.93 -3.96 2.70
N 0.70 -3.64 -2.60
N 3.36 -0.41 1.11
N 2.54 -3.88 -3.82
C -1.53 4.84 -0.80
C -2.32 -3.48 -0.67
C -3.73 0.94 -0.71
C -0.65 -0.30 -4.37
C 3.09 3.92 -1.15
C -1.38 3.90 4.49
C 5.16 1.18 1.63
C -3.33 -4.44 -0.49
C 0.50 2.30 1.59
C 3.87 -1.30 1.96
C 0.86 1.57 -4.07
C -3.32 -2.17 1.12
C -4.00 2.06 -1.71
C -4.31 -4.29 0.40
C -0.07 3.25 2.44
C 5.71 0.21 2.48
C -0.90 2.78 3.43
C 1.90 -3.22 -2.79
C 3.97 0.81 0.96
C -0.39 0.56 2.82
C -0.70 -0.37 -2.98
C 0.85 1.26 -2.73
C 3.71 3.06 -0.19
C 5.17 -1.10 2.55
C -1.21 -3.69 -1.60
C 1.83 1.94 -1.75
C 3.43 5.44 -1.40
C 0.94 -4.46 0.95
C -0.34 -0.89 3.10
C -1.02 1.41 3.65
C -3.00 3.19 -1.54
C -4.21 -3.18 1.26
C -0.92 -5.10 2.05
C -2.32 -2.27 0.12
C 0.05 0.75 -4.91
C 2.09 3.35 -1.96
C 3.37 1.73 -0.07
H -2.84 -5.52 2.29
H 6.59 0.43 2.99
H 4.50 3.41 0.45
H 0.19 4.29 2.43
H -2.72 0.62 -0.77
H -0.27 -3.19 2.42
H -1.30 -1.09 -2.49
H -3.86 1.21 0.33
H 0.12 5.89 -0.91
H -1.11 -1.03 -4.93
H 1.19 2.62 0.84
H 3.37 -2.29 2.13
H -0.49 5.76 0.73
H 2.22 -4.70 -4.14
H 3.50 -3.55 -3.95
H -1.75 -3.63 3.20
H 1.46 3.89 -2.66
H -1.57 1.11 4.50
H 5.63 -1.89 3.18
H -3.43 -1.29 1.75
H 5.67 2.08 1.50
H -4.89 -3.14 2.12
H -3.28 -5.34 -1.09
H -4.42 0.07 -0.92
H 1.48 2.37 -4.47
H -5.02 2.40 -1.66
H -3.88 1.58 -2.64
H -5.07 -5.03 0.62
H -1.92 -6.55 1.34
H -0.03 1.03 -5.94
H -1.32 -4.61 -2.24

Here are the Löwdin charges for atoms 1 to 8, given in e: number 1, Ce, carries 0.92; number 2, S, carries 0.59; number 3, S, carries 1.10; number 4, O, carries -0.08; number 5, O, carries -0.22; number 6, O, carries -0.04; number 7, O, carries -0.03; number 8, O, carries -0.23

Calculated values (eV) of E for the records, taken in order: -67248.854, -120870.783, -93328.247, -76549.668, -101595.105, -108674.176.